The following is a DFT calculation (ωB97M-V/def2-TZVPD) of a cluster of 2 separate species, C2H4N in total in a non-equilibrium geometry.

Structure (XYZ):
```
7
Properties=species:S:1:pos:R:3
N -0.41 0.48 -0.28
C 1.42 0.12 1.11
C -1.09 -0.24 -0.94
H 2.43 -0.26 0.96
H -1.03 -1.22 -1.55
H -2.16 0.24 -1.02
H 0.83 0.89 1.72
```

Properties
charge: +1
total energy: -3613.257 eV